[1]
Here is a molecular structure, C22H16Cl2CoF3N2O3S3 from the Open Molecules 2025 dataset. Energies are from ωB97M-V/def2-TZVPD.

Results
* HOMO level (spin up / spin down): -0.1951 / -0.1907 Eh
* E_LUMO (spin up / spin down): 0.0452 / 0.0470 Eh

```
! wB97M-V def2-TZVPD RIJCOSX def2/J DEFGRID3
* xyz -1 2
Co 2.5390 1.4897 -1.3570
F -2.1314 2.6819 -3.2071
C -1.9691 1.4480 -3.7314
F -1.5716 1.6368 -5.0078
F -3.1950 0.8926 -3.7871
C -1.0457 0.6019 -2.9582
C -1.1772 -0.5820 -2.3524
C -0.2980 -2.6579 -2.6233
C 0.9249 -1.1488 -1.4278
N 1.4007 0.0457 -1.9016
C 0.4525 0.9071 -2.6720
S 1.2444 2.3510 -3.0660
H -0.7986 0.0203 0.1609
H -0.0635 -3.1587 -3.5356
H 1.7486 -1.6479 -0.9192
Cl -0.4621 -1.5864 -1.6150
C -1.0799 -2.3648 -0.4216
C -1.3597 -3.7409 -0.3052
C -1.8469 -4.4323 0.7660
C -2.0744 -3.7673 1.9583
C -1.8680 -2.4091 2.0318
Cl -1.9357 -1.7003 3.6150
C -1.4986 -1.6624 0.8986
N -1.3605 -0.2911 0.9283
C -1.8480 0.7440 1.7266
C -3.0956 0.6717 2.3310
C -3.5268 1.6898 3.1645
C -2.7198 2.7951 3.3696
C -1.5019 2.8914 2.7085
C -1.0418 1.8897 1.8639
C 0.2957 2.0829 1.1454
C 1.4077 1.0252 1.3944
O 1.3609 0.3270 2.3965
O 2.3808 1.0085 0.5383
H -1.1089 -4.2284 -1.2466
H -2.0198 -5.4960 0.6912
H -2.3825 -4.3068 2.8435
H -0.5880 -0.7242 -0.7657
H -3.7294 -0.1807 2.1271
H -4.4903 1.6130 3.6520
H -3.0386 3.5888 4.0331
H -0.8823 3.7689 2.8482
H 0.7299 3.0309 1.4643
H 0.1380 2.1437 0.0616
C 5.4247 -0.5301 -0.6818
O 4.7324 0.6498 -1.0895
C 5.2663 1.8757 -0.8353
S 6.8102 2.1208 -0.3104
S 4.1071 3.0948 -1.1460
H 4.6560 -1.2380 -0.3789
H 6.0928 -0.3104 0.1464
H 5.9972 -0.9223 -1.5225
*
```

***

[2]
Here is a molecular structure, C22H16Cl2N3OPbS3 from the Open Molecules 2025 dataset. Energies are from ωB97M-V/def2-TZVPD.

Results
* HOMO level: -0.1704 Eh
* E_LUMO: 0.0852 Eh

```
! wB97M-V def2-TZVPD RIJCOSX def2/J DEFGRID3
* xyz -1 1
Pb -0.0917 0.1776 0.9463
Cl 0.6411 -2.8602 0.2076
C -0.1912 -4.0057 1.2450
C 0.3436 -5.2834 1.2580
C -0.2087 -6.2581 2.0670
C -1.3066 -5.9360 2.8464
C -1.8461 -4.6614 2.7971
Cl -3.2474 -4.3763 3.7891
C -1.3167 -3.6139 1.9964
S -2.0336 -2.0271 1.9646
H 1.1963 -5.5058 0.6285
H 0.2153 -7.2533 2.0988
H -1.7567 -6.6697 3.5038
O -2.4453 0.6310 0.6069
C -3.1093 0.9228 -0.6261
C -3.5236 -0.3336 -1.3676
C -2.3443 -1.2153 -1.7877
C -1.3281 -0.4939 -2.6296
C -1.6107 -0.1281 -3.9452
C -0.6572 0.5519 -4.6801
C 0.5581 0.8564 -4.0838
C 0.7538 0.4689 -2.7711
N -0.1637 -0.1902 -2.0542
H -2.8621 -0.1349 1.0241
H -2.3985 1.5126 -1.2085
H -3.9888 1.5476 -0.4480
H -4.1245 -0.0406 -2.2344
H -4.1678 -0.9276 -0.7110
H -2.7190 -2.0778 -2.3443
H -1.8595 -1.5926 -0.8851
H -2.5707 -0.3818 -4.3810
H -0.8569 0.8400 -5.7055
H 1.3278 1.4066 -4.6115
H 1.6760 0.7133 -2.2564
S 1.6380 1.1069 2.7582
C 2.2764 2.5842 2.0560
C 3.3259 3.2080 2.7468
C 4.0131 4.2961 2.2357
C 5.0876 4.8911 2.9960
N 5.9350 5.3713 3.6091
C 3.6447 4.8049 0.9832
C 2.5565 4.2532 0.3280
C 1.8315 3.1683 0.8450
S 0.4300 2.6356 -0.0626
C 4.3994 5.8611 0.3499
N 5.0048 6.6861 -0.1760
H 3.6218 2.8022 3.7057
H 2.2523 4.6693 -0.6237
*
```

***

How do the records compare in total energy? In the order shown, they have -4979.7558 -3395.3994 a.u..
How do the records compare in maximum force? In the order shown, they have 12.2 1.2 eV/A.
How do the records compare in relative energy (zero: lowest compared OMol25 entry of this formula, charge and spin)? In the order shown, they have 542.8 13.1 kcal per mole.